(1)
DFT (ωB97M-V/def2-TZVPD) results for C16H30IrN2OP2Se as an isolated structure at a distorted geometry.

Geometry (Å):
Ir 0.025 -0.186 0.038
P -2.033 -0.252 1.444
P 2.176 -0.067 -1.293
N -0.899 0.540 -1.340
H 0.734 -0.932 3.611
C -2.355 1.117 2.623
H -3.297 0.972 3.163
H -2.406 2.069 2.080
H -1.537 1.178 3.352
C -2.212 -1.736 2.499
H -3.090 -1.654 3.148
H -1.318 -1.865 3.121
H -2.321 -2.624 1.864
C -3.546 -0.268 0.409
H -4.434 -0.473 1.014
H -3.449 -1.041 -0.364
H -3.663 0.703 -0.088
C 3.299 1.369 -1.080
H 4.155 1.317 -1.761
H 3.669 1.398 -0.048
H 2.748 2.299 -1.277
C 3.308 -1.491 -1.070
H 4.221 -1.366 -1.660
H 2.802 -2.414 -1.380
H 3.577 -1.590 -0.012
C 1.830 -0.059 -3.093
H 2.753 -0.148 -3.673
H 1.320 0.875 -3.362
H 1.165 -0.897 -3.337
C -1.644 1.039 -2.338
C -2.708 2.914 -3.457
C -1.922 2.429 -2.408
C -2.165 0.156 -3.316
C -2.948 0.671 -4.352
C -3.217 2.039 -4.422
H -2.917 3.979 -3.511
H -1.512 3.085 -1.643
H -1.938 -0.904 -3.231
H -3.342 -0.014 -5.099
H -3.829 2.428 -5.235
C 1.613 -0.499 3.072
O 1.190 -0.070 1.779
C 2.022 0.843 3.585
H 2.927 0.734 4.165
H 1.231 1.250 4.207
H 2.210 1.546 2.757
C 2.763 -1.504 3.044
H 3.711 -1.013 2.851
H 2.748 -2.156 2.213
H 2.735 -2.115 3.952
Se 1.876 -4.510 1.945
C 1.195 -3.003 1.266
N 0.698 -2.098 0.648

Atomic forces in eV per Å
Ir 1.76 0.96 3.13
P 0.43 -0.20 -0.63
P -0.61 -0.18 0.18
N -1.53 0.63 -2.19
H 0.60 0.22 -0.09
C 0.38 0.17 -0.16
H 0.10 -0.13 -0.16
H 0.07 -0.23 0.10
H -0.13 -0.03 -0.21
C 0.22 -0.08 -0.14
H 0.07 0.09 -0.12
H -0.17 0.02 -0.21
H 0.13 0.20 0.13
C 0.12 0.00 -0.04
H 0.10 0.04 -0.01
H 0.01 0.19 0.19
H 0.08 -0.22 0.08
C -0.31 0.15 0.25
H -0.17 -0.13 0.04
H -0.15 -0.03 -0.20
H 0.11 -0.22 0.07
C -0.26 -0.07 0.12
H -0.16 0.11 0.01
H 0.08 0.22 0.15
H -0.13 0.02 -0.20
C -0.12 0.00 0.13
H -0.05 0.02 0.08
H 0.08 -0.22 0.08
H 0.15 0.21 0.09
C 0.87 -0.52 1.23
C -2.64 1.35 -3.59
C 2.42 -1.72 3.14
C 2.36 -1.33 3.14
C -2.58 1.96 -3.35
C 0.07 -0.10 0.09
H -0.05 -0.21 -0.13
H -0.07 -0.21 -0.16
H -0.03 0.24 0.02
H 0.00 0.28 0.06
H 0.16 -0.10 0.21
C -0.99 0.14 -1.71
O -0.22 -0.04 -1.13
C 0.33 0.79 1.31
H 0.27 0.29 0.48
H 0.00 0.35 0.19
H 0.00 -0.45 0.35
C 0.10 0.75 0.25
H 0.35 0.49 0.73
H -0.36 -0.53 -0.35
H 0.41 0.20 -0.15
Se -0.19 -0.19 -0.02
C -2.32 1.88 -2.93
N 1.45 -4.80 1.88

Summary:
Molar mass = 599.55 u
HOMO (spin up / spin down) = -5.19 / -6.87 eV
Kohn-Sham gap (spin up / spin down) = 5.61 / 3.98 eV
LUMO energy (spin up / spin down) = 0.0153 / -0.1065 hartree
Spin multiplicity = 6

=====

(2)
DFT (ωB97M-V/def2-TZVPD) results for C16H30N2 in the gas phase at a distorted geometry.

Geometry (Å):
N 3.057 0.529 2.515
C 2.551 1.211 3.596
C 1.414 0.516 4.060
C 0.263 0.648 3.017
C -1.024 0.069 3.432
C -2.015 -0.408 2.205
N -1.380 -1.183 1.218
C -2.221 -1.167 -0.045
C -0.888 -0.673 -1.301
C 0.206 -1.332 -1.188
C 1.270 -0.855 -2.407
C 0.496 -0.958 -3.679
C -0.908 -0.314 -3.775
C -0.571 1.268 -3.393
C 0.287 1.235 -2.046
C 1.507 0.644 -1.994
C -0.818 0.849 -0.978
C -1.835 -0.618 -2.581
H 3.279 -0.505 2.733
H 3.854 0.801 2.115
H 3.274 1.388 4.417
H 2.435 2.307 3.110
H 0.801 1.113 5.076
H 1.431 -0.413 4.307
H 0.679 0.095 2.223
H 0.093 1.660 2.684
H -1.614 0.593 4.060
H -0.992 -0.909 3.919
H -2.278 0.704 1.773
H -3.132 -0.644 2.647
H -1.186 -2.022 1.464
H -2.979 -0.622 -0.014
H -2.458 -1.904 -0.406
H 0.675 -1.313 -0.319
H -0.146 -2.587 -1.424
H 2.124 -1.667 -2.303
H 1.312 -0.651 -4.533
H 0.072 -2.180 -3.914
H -1.333 -0.311 -4.753
H -1.440 2.020 -3.370
H 0.139 1.339 -4.154
H 0.551 2.425 -1.836
H 1.943 0.589 -1.100
H 2.328 0.894 -2.816
H -0.456 0.886 0.006
H -1.585 1.285 -0.983
H -2.637 -0.207 -2.575
H -2.146 -1.627 -2.690

Atomic forces in eV per Å
N -1.26 -6.31 -0.68
C 3.04 4.87 0.34
C -7.69 8.05 2.07
C 0.82 -0.36 0.62
C -1.32 -4.69 -2.84
C -1.62 5.40 2.16
N -3.88 6.34 -3.58
C 14.80 8.93 4.91
C -15.49 7.98 1.35
C 5.74 -8.86 -6.14
C -1.34 -2.58 3.59
C -0.35 -3.83 -3.52
C 0.76 4.44 3.05
C 0.39 -1.98 0.59
C -7.14 9.05 0.34
C 5.04 -5.46 -6.10
C 13.89 -8.04 -0.73
C 12.09 -8.35 -0.97
H -0.76 1.97 -0.25
H 3.64 2.10 -1.72
H 0.00 -0.13 -0.07
H -0.71 -2.01 1.64
H 2.41 -1.67 -2.43
H 1.04 -5.92 1.63
H -0.05 -0.52 -1.57
H 0.31 0.53 -0.02
H -1.72 2.32 1.99
H 1.05 -0.10 0.54
H 0.59 -2.60 0.22
H 2.64 -0.33 -0.87
H 1.54 -6.99 2.26
H -5.98 5.67 0.48
H -3.95 -14.85 -6.02
H 2.03 0.19 4.10
H 1.43 3.04 0.63
H -1.31 2.17 -0.57
H -2.51 -0.65 1.43
H 2.12 3.02 0.67
H -0.30 -0.44 -0.67
H 1.46 -1.26 -0.13
H 0.98 1.86 -1.63
H -0.89 -2.31 -0.51
H 1.86 0.39 3.75
H -1.67 0.66 1.66
H 1.00 0.41 1.60
H -11.23 6.36 -1.05
H -9.14 6.32 0.69
H -0.36 -1.80 -0.25

Summary:
SMILES = NCCCCCNC[C@]12C[C@H]3C[C@H](C[C@H](C3)C1)C2
Molar mass = 250.43 u
Relative energy (zero: lowest compared OMol25 entry of this formula, charge and spin) = 1536.7 kJ/mol
HOMO = -7.48 eV
Kohn-Sham gap = 8.31 eV
LUMO energy = 0.0305 hartree

=====

(3)
DFT (ωB97M-V/def2-TZVPD) results for C16H30NOV as an isolated structure at a distorted geometry.

Geometry (Å):
C 1.157 1.979 -1.402
H 1.923 2.030 -0.598
H 1.681 1.966 -2.380
H 0.721 -0.948 0.633
C 0.108 3.038 -1.260
H -0.876 2.650 -1.585
H -0.003 3.290 -0.190
C 0.532 4.300 -2.023
H -0.282 5.026 -2.066
H 1.383 4.751 -1.499
H 0.841 4.054 -3.044
C -0.770 -1.654 -0.399
C -1.355 -0.741 -1.293
C -0.383 -0.419 -2.298
C 0.836 -1.109 -1.983
C 0.626 -1.842 -0.756
C 1.638 -2.729 -0.066
C 2.066 -1.049 -2.818
C -0.705 0.270 -3.590
C -2.821 -0.427 -1.346
C -1.438 -2.235 0.791
V 0.372 0.151 -0.421
H 2.926 -1.408 -2.240
H 1.978 -1.662 -3.737
H 2.262 -0.011 -3.128
H 2.650 -2.459 -0.410
H 1.586 -2.521 1.009
H 1.483 -3.804 -0.191
H -2.169 -1.528 1.208
H -1.967 -3.160 0.515
H -0.704 -2.475 1.572
H -3.034 0.405 -2.034
H -3.368 -1.318 -1.703
H -3.201 -0.177 -0.343
H -0.066 1.145 -3.800
H -0.574 -0.447 -4.422
H -1.753 0.613 -3.600
C -1.405 0.222 4.483
N -0.024 -0.061 4.134
C 0.833 -0.811 5.051
C 0.375 0.296 2.912
O -0.362 0.944 2.116
H -1.540 0.006 5.540
H -2.097 -0.396 3.893
H -1.636 1.274 4.280
H 0.972 -1.853 4.717
H 1.826 -0.339 5.112
H 0.360 -0.810 6.038
H 1.398 -0.018 2.621

Atomic forces in eV per Å
C 1.37 2.30 -0.65
H -0.13 -0.59 0.10
H -0.66 -0.55 0.47
H 0.41 0.90 0.29
C -0.75 -0.55 0.99
H 0.21 0.39 -0.22
H -0.12 -0.18 -0.36
C 0.42 0.09 -0.27
H 0.02 -0.16 0.09
H -0.21 -0.03 -0.23
H -0.09 0.13 0.09
C 0.07 -0.68 0.00
C -0.47 -1.31 -1.30
C -0.29 -0.77 -0.93
C -1.03 -0.92 -0.55
C -0.21 -1.78 -1.00
C 0.18 0.07 0.18
C 0.62 0.34 0.09
C -0.04 0.41 -0.23
C -0.07 0.59 0.32
C -0.09 -0.08 0.48
V 0.19 3.53 3.68
H -0.10 0.08 -0.37
H -0.12 0.22 0.51
H 0.07 -0.43 -0.07
H -0.38 -0.27 0.22
H 0.23 -0.32 -0.12
H -0.08 0.21 -0.34
H 0.17 -0.28 -0.07
H 0.15 0.25 0.06
H -0.26 -0.05 -0.15
H -0.01 -0.31 0.39
H 0.30 0.30 0.14
H -0.02 -0.04 -0.41
H -0.18 -0.40 0.06
H -0.04 0.30 0.35
H 0.55 -0.16 -0.06
C -0.51 0.23 0.11
N 0.32 0.26 -1.37
C 0.54 -0.24 -0.03
C -0.43 0.03 0.60
O 0.95 -0.86 -1.11
H -0.10 0.08 -0.08
H 0.19 0.11 0.16
H 0.05 -0.27 0.12
H -0.19 0.35 0.18
H -0.41 -0.14 0.10
H 0.28 0.00 -0.26
H -0.30 0.17 0.40

Summary:
Molar mass = 303.37 u
HOMO (spin up / spin down) = -15.61 / -15.62 eV
Total charge = +2
Kohn-Sham gap (spin up / spin down) = 6.84 / 5.85 eV
LUMO energy (spin up / spin down) = -0.3223 / -0.3593 hartree
Spin multiplicity = 3

=====

(4)
DFT (ωB97M-V/def2-TZVPD) results for a 5-piece molecular cluster, C16H31BIN4O3S overall at a distorted geometry.

Geometry (Å):
O -4.155 3.045 -3.222
B -3.141 3.666 -2.347
O -1.709 3.213 -2.426
O -3.588 4.758 -1.456
S -3.678 4.263 0.175
I -1.416 3.772 1.038
H -4.194 2.047 -3.112
H -1.521 3.255 -3.430
H -4.346 3.032 0.327
C 2.155 5.634 1.652
C 3.279 6.057 2.592
C 4.207 4.900 2.968
C 3.413 3.816 3.680
N 2.755 2.917 4.271
H 1.497 4.893 2.117
H 1.536 6.497 1.387
H 2.557 5.206 0.726
H 2.840 6.491 3.498
H 3.868 6.845 2.110
H 5.003 5.256 3.631
H 4.675 4.475 2.074
C -3.229 -1.331 -5.558
C -1.837 -1.026 -5.015
C -1.614 -1.578 -3.606
C -2.613 -0.953 -2.646
N -3.443 -0.436 -1.850
H -4.011 -0.862 -4.951
H -3.333 -0.944 -6.576
H -3.413 -2.411 -5.583
H -1.685 0.060 -5.018
H -1.090 -1.458 -5.691
H -0.598 -1.346 -3.268
H -1.735 -2.666 -3.595
C 0.487 0.122 6.282
C 1.611 0.545 7.221
C 2.539 -0.612 7.598
C 1.745 -1.696 8.310
N 1.087 -2.594 8.900
H -0.172 -0.619 6.746
H -0.133 0.985 6.017
H 0.889 -0.306 5.356
H 1.171 0.979 8.128
H 2.200 1.333 6.739
H 3.334 -0.255 8.261
H 3.007 -1.037 6.703
C -0.368 -7.611 -3.744
C 0.803 -6.684 -4.055
C 0.427 -5.203 -3.977
C -0.666 -4.897 -4.988
N -1.572 -4.643 -5.827
H -1.179 -7.494 -4.470
H -0.046 -8.656 -3.784
H -0.769 -7.415 -2.743
H 1.185 -6.918 -5.056
H 1.614 -6.885 -3.346
H 1.302 -4.581 -4.194
H 0.070 -4.949 -2.973

Atomic forces in eV per Å
O 2.22 0.51 3.13
B 0.62 -2.76 -2.80
O -3.64 2.22 -1.52
O 0.47 -2.96 2.06
S 0.62 1.17 -1.07
I -1.16 0.01 -0.58
H 0.43 1.52 -0.40
H -0.28 -0.52 2.18
H 0.80 0.55 -0.94
C -0.08 0.14 -0.23
C -0.34 0.18 -0.02
C -0.69 -0.60 0.60
C -4.16 -6.23 4.02
N 5.11 7.17 -4.74
H 0.12 -0.04 0.08
H 0.11 -0.10 -0.01
H -0.08 0.04 0.10
H 0.19 -0.07 -0.11
H 0.01 -0.16 0.12
H -0.14 -0.24 -0.01
H -0.11 -0.10 0.19
C -0.09 -0.07 -0.12
C -0.25 0.11 -0.40
C -0.68 0.58 0.55
C -5.38 3.31 5.52
N 6.49 -3.77 -6.33
H 0.08 -0.07 0.00
H 0.02 -0.11 0.15
H 0.04 0.18 -0.02
H 0.11 -0.14 0.08
H -0.03 0.00 0.24
H -0.23 0.01 0.19
H -0.15 0.17 0.08
C -0.11 0.02 -0.07
C -0.29 0.26 -0.12
C -0.75 -0.60 0.61
C -4.17 -6.27 4.03
N 5.19 7.21 -4.73
H 0.14 0.03 -0.04
H 0.11 -0.09 -0.01
H -0.06 0.05 0.11
H 0.17 -0.10 -0.08
H 0.03 -0.15 0.10
H -0.14 -0.24 -0.01
H -0.12 -0.09 0.18
C -0.05 -0.12 0.03
C -0.02 -0.48 -0.05
C -0.65 0.02 -0.88
C -6.07 2.00 -5.54
N 7.16 -1.95 6.67
H 0.09 0.05 0.10
H -0.05 0.17 0.05
H 0.03 -0.05 -0.13
H 0.00 0.16 0.17
H -0.06 0.19 -0.11
H -0.26 0.04 -0.08
H -0.11 0.01 -0.19

Summary:
Molar mass = 497.23 u
HOMO = -12.24 eV
Total charge = +1
Kohn-Sham gap = 5.68 eV
LUMO energy = -0.2411 hartree

=====

(5)
DFT (ωB97M-V/def2-TZVPD) results for a 5-piece molecular cluster, C16H31BrN6O5 overall.

Geometry (Å):
N -0.301 -3.017 -2.348
C -0.617 -2.356 -3.232
C -1.000 -1.590 -4.439
O -0.969 -2.405 -5.585
C -2.378 -0.913 -4.263
Br -2.288 0.422 -2.869
C -3.393 -1.917 -3.957
N -4.156 -2.763 -3.795
H -0.266 -0.795 -4.585
H -1.559 -3.163 -5.457
H -2.653 -0.431 -5.202
C -0.648 3.297 2.582
N -0.802 3.126 1.143
C -1.614 2.276 0.476
C -2.488 1.358 1.296
O -1.627 2.255 -0.749
H -0.895 4.326 2.854
H 0.380 3.079 2.870
H -1.306 2.625 3.120
H -0.239 3.699 0.534
H -3.069 0.742 0.617
H -1.879 0.712 1.929
H -3.168 1.932 1.926
C -6.651 1.959 -7.017
N -5.384 1.635 -6.390
C -4.161 1.542 -6.965
C -4.060 1.808 -8.447
O -3.182 1.255 -6.291
H -7.077 2.859 -6.570
H -7.359 1.139 -6.886
H -6.516 2.132 -8.079
H -5.378 1.453 -5.397
H -3.022 1.694 -8.743
H -4.669 1.099 -9.010
H -4.387 2.821 -8.683
C 4.785 1.604 1.639
N 3.515 1.912 2.266
C 2.872 1.221 3.245
C 3.540 -0.024 3.774
O 1.790 1.606 3.667
H 5.493 2.420 1.790
H 4.653 1.453 0.566
H 5.204 0.698 2.063
H 3.019 2.731 1.953
H 2.910 -0.467 4.535
H 3.682 -0.757 2.980
H 4.509 0.221 4.211
C 5.855 -3.661 7.440
N 5.059 -3.191 6.323
C 3.733 -3.384 6.091
C 2.960 -4.190 7.109
O 3.200 -2.920 5.097
H 6.293 -2.819 7.978
H 6.662 -4.306 7.089
H 5.240 -4.227 8.131
H 5.518 -2.651 5.606
H 1.928 -4.251 6.779
H 3.366 -5.199 7.194
H 2.992 -3.712 8.088

Atomic forces in eV per Å
N -0.09 0.17 -0.14
C 0.16 -0.15 0.10
C -0.18 0.09 0.00
O -0.08 -0.06 0.05
C 0.02 -0.29 0.05
Br 0.03 0.01 0.02
C -0.20 -0.29 -0.08
N 0.19 0.27 -0.01
H -0.04 -0.07 -0.06
H 0.09 0.12 0.03
H 0.13 0.21 0.10
C 0.15 0.27 -0.34
N -0.08 -0.03 0.08
C 0.00 -0.07 -0.05
C -0.03 -0.03 -0.06
O -0.02 0.06 0.02
H -0.05 -0.06 0.09
H -0.14 -0.04 0.15
H 0.01 -0.04 0.00
H 0.00 0.02 0.00
H 0.02 0.02 -0.04
H -0.02 0.03 0.06
H 0.02 -0.03 0.06
C 0.07 -0.05 0.22
N -0.02 0.00 -0.07
C -0.03 0.02 0.07
C 0.06 0.00 0.01
O 0.03 -0.05 -0.12
H -0.03 0.02 -0.06
H -0.03 0.01 -0.06
H 0.01 0.00 -0.02
H -0.01 0.01 0.01
H 0.02 -0.01 0.04
H -0.03 0.05 -0.03
H -0.05 -0.02 -0.04
C -0.17 0.17 -0.03
N 0.07 -0.04 0.03
C -0.10 -0.06 0.04
C -0.05 0.12 -0.01
O 0.19 -0.02 -0.01
H 0.05 -0.05 0.00
H 0.05 -0.05 0.00
H 0.00 -0.02 0.01
H 0.00 0.00 -0.02
H -0.05 -0.01 0.00
H 0.06 -0.03 0.03
H 0.03 -0.05 -0.04
C 0.03 0.13 -0.21
N -0.01 -0.04 0.08
C -0.05 0.01 -0.05
C -0.04 0.01 -0.02
O 0.05 -0.03 0.04
H 0.00 -0.04 0.06
H 0.00 -0.04 0.06
H -0.01 -0.01 0.01
H 0.01 0.00 0.00
H 0.00 0.03 -0.04
H 0.01 0.01 0.06
H 0.02 -0.05 0.03

Summary:
SMILES = N#C[C@@H](O)[C@H](Br)C#N.CNC(C)=O.CNC(C)=O.CNC(C)=O.CNC(C)=O
Molar mass = 467.36 u
HOMO = -9.08 eV
Kohn-Sham gap = 9.76 eV
LUMO energy = 0.0251 hartree

=====

(6)
DFT (ωB97M-V/def2-TZVPD) results for C16H31CaF3P2 as an isolated structure at a distorted geometry.

Geometry (Å):
P 0.971 2.223 -2.011
P -1.109 0.000 -2.912
C 0.663 2.006 -3.850
C -0.703 1.366 -4.134
H 1.481 1.374 -4.232
H 0.736 2.999 -4.325
H -1.512 2.110 -4.053
H -0.728 0.931 -5.147
C -0.549 -1.432 -3.930
H -0.902 -2.348 -3.443
H 0.546 -1.444 -3.959
H -0.950 -1.379 -4.953
C -2.907 -0.118 -3.274
H -3.107 -0.211 -4.352
H -3.396 0.780 -2.881
H -3.298 -0.997 -2.750
C 2.783 2.522 -2.107
H 3.123 2.833 -1.114
H 3.036 3.297 -2.845
H 3.271 1.579 -2.374
C 0.431 3.981 -1.868
H -0.660 4.024 -1.942
H 0.887 4.608 -2.649
H 0.737 4.343 -0.880
Ca -0.197 -1.323 3.778
C -1.617 -1.462 1.665
C -0.560 -2.227 1.318
C 0.584 -1.777 0.447
C 1.860 -1.225 1.157
C 1.688 -0.246 2.282
C 0.672 0.645 2.402
C -0.400 0.877 1.375
C -1.721 0.033 1.442
C 1.058 -0.901 5.629
H -2.470 -1.905 2.198
H -0.557 -3.296 1.559
H 0.265 -1.091 -0.351
H 0.924 -2.665 -0.105
H 2.449 -2.078 1.535
H 2.478 -0.790 0.358
H 2.454 -0.306 3.052
H 0.611 1.277 3.296
H 0.001 0.865 0.354
H -0.717 1.919 1.507
H -2.357 0.451 2.247
H -2.267 0.263 0.515
H 0.348 -0.906 6.483
H 1.559 0.084 5.618
H 1.825 -1.668 5.844
F -0.658 -3.865 6.246
C -0.987 -3.553 4.943
F -0.733 -4.717 4.235
F -2.382 -3.460 4.957

Atomic forces in eV per Å
P 0.40 0.48 -0.55
P -0.33 -0.04 -0.68
C 0.02 -0.01 0.30
C -0.02 -0.18 0.24
H -0.28 0.16 0.05
H 0.13 -0.37 0.01
H 0.28 -0.17 -0.05
H -0.14 0.27 0.24
C 0.01 -0.02 0.14
H 0.16 0.05 -0.17
H -0.15 -0.12 -0.06
H 0.13 -0.05 0.26
C 0.00 -0.06 -0.02
H -0.02 0.04 0.29
H -0.07 -0.19 -0.08
H -0.10 0.16 -0.13
C 0.00 0.06 0.02
H 0.12 -0.04 -0.19
H 0.01 -0.22 0.19
H 0.07 0.19 0.06
C -0.01 -0.07 0.12
H 0.14 0.14 0.04
H -0.15 -0.13 0.23
H -0.15 0.09 -0.17
Ca -0.83 -1.53 2.17
C 0.42 -0.33 -0.78
C -0.95 0.08 -0.71
C 0.60 0.00 -0.46
C -0.01 -0.56 -0.41
C -0.64 1.07 -0.31
C 1.05 -0.47 -0.35
C -0.53 0.42 -0.52
C 0.14 0.50 0.26
C 0.58 0.58 0.55
H 0.40 -0.08 -0.13
H -0.19 0.34 0.20
H -0.13 -0.03 0.47
H -0.06 0.13 0.15
H -0.21 0.27 -0.05
H 0.02 0.05 0.24
H -0.22 0.16 0.12
H 0.26 -0.27 -0.15
H 0.01 -0.26 0.29
H -0.05 -0.13 -0.03
H 0.17 -0.17 -0.22
H 0.04 -0.24 0.16
H 0.34 -0.01 -0.22
H 0.07 -0.15 0.31
H -0.22 0.25 0.03
F -0.26 -0.13 -0.39
C 0.81 1.34 -0.52
F -0.21 -0.46 0.08
F -0.42 -0.35 0.12

Summary:
Molar mass = 382.44 u
Relative energy (zero: lowest compared OMol25 entry of this formula, charge and spin) = 22.0 kJ/mol
HOMO = -6.90 eV
Kohn-Sham gap = 6.80 eV
LUMO energy = -0.0036 hartree